ORCA calculation (ωB97M-V/def2-TZVPD) on 2 unconnected molecules or ions with the total composition C2H2N2O at a distorted geometry.

## Properties
multiplicity	1
frontier orbital gap (spin up / spin down)	9.4 / 9.4	eV
highest occupied orbital energy (spin up / spin down)	-0.350 / -0.350	Eh
net charge	0
E_tot	-261.94748	Ha
energy relative to the best compared isomer or geometry (same formula, charge and spin)	568.3	kJ/mol

Each line ends with the natural charge from an NBO analysis.
Cartesian coordinates (Å):
O 0.136 -0.822 0.049  -0.4406
C 1.339 -0.403 -0.086  0.1156
N 0.143 2.082 -0.458  0.0337
N -0.881 1.720 -0.255  -0.0452
C -1.142 -0.704 -0.148  0.1189
H 1.968 -1.310 0.030  0.1061
H -1.562 -0.561 0.870  0.1115